Record 1
The following is a DFT calculation (ωB97M-V/def2-TZVPD) of a single C3H4O2S molecule.

Each line ends with the Mulliken charge.
Atoms and positions in Å:
1 C -0.63823 -1.26216 -0.03311  -1.040
2 C -0.51055 0.21303 0.01184  0.801
3 O -1.38128 1.08936 0.14334  -0.591
4 C 0.98322 0.68042 0.10000  0.322
5 O 1.09487 1.98172 -0.03438  -0.470
6 S 2.28472 -0.20148 0.06655  -0.362
7 H -1.33632 -1.52910 -0.78400  0.313
8 H 0.33731 -1.63552 -0.18234  0.349
9 H -1.00355 -1.64393 0.92123  0.280
10 H 0.16980 2.30768 -0.20914  0.398

Forces on atoms 1 to 2 (eV/Å):
-0.9 0.7 0.7
-0.4 1.7 1.8

Output
Net charge   0
SMILES   CC(=O)C(O)=S
Calculated total energy   -18105.211 eV
Largest force on an atom   0.0559 hartree/bohr
ΔE to the lowest compared entry with this formula, charge and spin   0.8545 eV
HOMO level   -9.18 eV
Spin multiplicity   1
Frontier orbital gap   0.3014 Eh

=====

Record 2
The following is a DFT calculation (ωB97M-V/def2-TZVPD) of 9 unconnected molecules or ions with the total composition C46H115N9O16.

Each line ends with the Mulliken charge.
Atoms and positions in Å:
1 C -4.49943 4.60631 -0.61116  -0.986
2 O -3.10872 4.67630 -1.14168  -0.149
3 C -3.23975 4.71536 -2.52069  -0.217
4 C -1.92426 5.41330 -3.01391  -1.292
5 N -0.75889 4.57330 -3.27006  0.445
6 C 0.25247 5.25718 -4.00788  -1.144
7 C 1.11472 6.40239 -3.31909  -0.420
8 O 2.41219 6.60625 -3.91299  -0.397
9 C 3.07074 7.78739 -3.35362  -0.636
10 H -4.37143 4.93276 0.42090  0.292
11 H -4.81985 3.58829 -0.38965  0.268
12 H -5.38807 5.11691 -0.98225  0.451
13 H -4.13723 5.22823 -2.86651  0.586
14 H -3.25401 3.67255 -2.83761  -0.246
15 H -1.53409 5.99057 -2.17568  0.420
16 H -2.04971 6.18891 -3.76942  0.653
17 H -0.47964 3.94344 -2.53155  -0.040
18 H -0.21196 5.76347 -4.85409  0.494
19 H 0.89553 4.49991 -4.45634  0.427
20 H 1.24020 6.23662 -2.24910  0.234
21 H 0.38991 7.21623 -3.33985  0.378
22 H 4.11242 7.93541 -3.63840  0.293
23 H 3.07278 7.80794 -2.26382  0.144
24 H 2.50010 8.64217 -3.71669  0.342
25 C 1.67283 -7.74285 2.93344  -0.427
26 O 1.48333 -8.48529 1.77465  -0.507
27 C 1.88627 -8.04916 0.49910  -0.785
28 C 1.10821 -6.90035 -0.15316  -0.543
29 N 1.89418 -5.62303 0.19982  -0.291
30 C 1.57430 -4.47195 -0.57994  -0.377
31 C 2.26580 -3.29675 0.09474  -0.781
32 O 1.57630 -3.12449 1.33437  0.103
33 C 2.29587 -2.21963 2.18609  -0.825
34 H 1.65110 -8.31211 3.86272  0.222
35 H 0.94350 -6.94153 3.05203  0.076
36 H 2.62094 -7.28575 2.65017  0.389
37 H 1.84242 -8.91274 -0.16453  0.350
38 H 2.95266 -7.82969 0.55154  0.443
39 H 0.03127 -6.95117 0.00718  0.316
40 H 1.25101 -7.08454 -1.21796  0.469
41 H 1.73965 -5.50016 1.19034  0.205
42 H 0.48763 -4.39127 -0.55261  0.106
43 H 1.95215 -4.59979 -1.59433  0.417
44 H 1.98762 -2.48267 -0.57458  0.315
45 H 3.34688 -3.24953 0.22566  0.478
46 H 1.62421 -2.04544 3.02670  0.181
47 H 2.14855 -1.27758 1.65795  0.118
48 H 3.35271 -2.46579 2.28907  0.368
49 C -2.10723 5.20847 2.04940  -0.609
50 O -0.64059 5.14639 2.11029  -0.272
51 C 0.03741 4.79577 3.31140  -1.012
52 C 1.49582 4.42238 2.98201  0.178
53 N 2.28907 5.58668 3.01990  -0.454
54 C 3.56648 5.21608 2.37755  -0.577
55 C 3.46223 5.63633 0.92335  0.211
56 O 3.27099 7.08042 0.74006  -0.357
57 C 4.42896 7.92907 0.77589  -0.873
58 H -2.42718 5.35226 1.01738  -0.137
59 H -2.54933 6.01030 2.64075  0.387
60 H -2.46316 4.20556 2.28516  0.390
61 H -0.36944 3.89767 3.77614  0.419
62 H -0.08588 5.53106 4.10654  0.482
63 H 1.61083 3.85632 2.05764  -0.263
64 H 1.84520 3.63910 3.65470  0.410
65 H 1.83870 6.30028 2.46488  0.419
66 H 3.80046 4.17383 2.59452  0.154
67 H 4.49770 5.73170 2.61223  0.311
68 H 2.68644 5.11974 0.35820  -0.621
69 H 4.38459 5.29332 0.45465  0.760
70 H 4.95989 7.97113 1.72692  0.317
71 H 4.13508 8.90856 0.39860  0.312
72 H 5.20243 7.63731 0.06545  0.339
73 C -2.48328 -0.29030 -3.60735  -0.371
74 O -2.02435 0.26836 -4.86521  -0.413
75 C -2.14704 1.71245 -5.10524  0.520
76 C -1.01144 2.13679 -6.05203  -0.881
77 N -1.30636 1.59863 -7.39022  -0.358
78 C -0.33119 2.09227 -8.33889  -0.614
79 C 0.70671 1.05841 -8.72452  -0.551
80 O 0.22258 0.06235 -9.59531  -0.360
81 C 1.23967 -0.88029 -10.17592  -0.768
82 H -3.51908 -0.13318 -3.30646  0.056
83 H -1.85525 -0.02973 -2.75542  0.243
84 H -2.39889 -1.33664 -3.90088  0.245
85 H -2.00089 2.25573 -4.17165  -0.414
86 H -3.17071 1.93965 -5.40287  0.350
87 H 0.01389 2.14159 -5.68221  0.366
88 H -1.12724 3.21824 -6.12392  0.351
89 H -1.11769 0.61581 -7.25395  0.251
90 H 0.20971 2.94209 -7.92255  0.318
91 H -0.78437 2.40213 -9.28055  0.334
92 H 1.21551 0.65604 -7.84855  0.381
93 H 1.44431 1.69041 -9.21911  0.418
94 H 0.93242 -1.45875 -11.04717  0.275
95 H 1.28627 -1.62749 -9.38369  0.298
96 H 2.26902 -0.53452 -10.27066  0.320
97 C -2.87769 -3.41662 -0.98607  -0.853
98 O -3.75594 -2.32058 -0.93288  -0.210
99 C -4.17766 -2.11827 0.39060  0.532
100 C -5.65515 -2.47814 0.51891  -0.918
101 N -5.64550 -3.89548 0.70971  0.133
102 C -7.06374 -4.34178 0.90564  -0.655
103 C -7.13556 -5.89163 0.79849  -0.647
104 O -7.01378 -6.56748 1.98818  -0.320
105 C -7.60507 -7.86622 1.91274  -0.806
106 H -3.34549 -4.24835 -0.45931  0.292
107 H -1.89777 -3.09133 -0.63671  0.271
108 H -2.83963 -3.63561 -2.05316  0.327
109 H -3.96283 -1.05772 0.52170  0.211
110 H -3.46848 -2.59295 1.06870  -0.542
111 H -6.07495 -2.21510 -0.45201  0.316
112 H -6.14189 -1.77337 1.19306  0.385
113 H -5.08180 -4.11260 1.51916  0.036
114 H -7.66179 -3.95504 0.08049  0.420
115 H -7.47224 -4.19122 1.90492  0.326
116 H -6.44785 -6.35450 0.09075  0.369
117 H -8.08387 -6.15779 0.33161  0.428
118 H -7.57234 -8.38884 2.86872  0.274
119 H -7.20021 -8.54922 1.16595  0.331
120 H -8.63592 -7.82789 1.56062  0.338
121 C 2.80003 2.85093 -1.05583  -0.832
122 O 3.79799 3.00417 -0.07388  -0.014
123 C 4.63733 1.85498 0.05502  -0.535
124 C 5.68003 2.33593 1.09788  -0.414
125 N 6.66099 1.34583 1.59916  -0.393
126 C 7.31379 0.63488 0.51767  -0.583
127 C 8.44995 -0.25214 0.98899  -0.742
128 O 9.40340 0.45607 1.77622  -0.292
129 C 10.58681 -0.31006 2.14844  -0.787
130 H 2.97912 2.25029 -1.94761  0.491
131 H 2.34691 3.81957 -1.26681  -0.003
132 H 1.98381 2.40697 -0.48593  0.331
133 H 5.08025 1.61392 -0.91132  0.412
134 H 3.97413 1.05219 0.37718  0.255
135 H 5.24874 2.84902 1.95744  0.149
136 H 6.35377 3.06802 0.65267  0.343
137 H 7.34761 1.81324 2.17378  0.267
138 H 7.83093 1.29580 -0.17792  0.355
139 H 6.69535 0.14385 -0.23368  0.400
140 H 8.76441 -0.82406 0.11599  0.429
141 H 7.98109 -1.09135 1.50280  0.366
142 H 11.12373 -0.68926 1.27895  0.312
143 H 10.53970 -1.23979 2.71543  0.320
144 H 11.20478 0.41461 2.67860  0.253
145 C -1.58642 -2.60986 3.06223  -0.743
146 O -0.77561 -3.56821 3.55941  -0.213
147 C -1.38675 -4.92128 3.66618  -0.517
148 C -0.66550 -5.58440 4.93220  -0.754
149 N 0.77668 -5.44046 4.89580  0.039
150 C 1.47584 -5.80259 6.11506  -0.916
151 C 0.91231 -4.94897 7.34753  -0.579
152 O -0.20236 -5.69606 7.98133  -0.324
153 C -0.64887 -4.86443 9.03845  -0.788
154 H -1.26522 -2.38590 2.04499  0.156
155 H -1.55677 -1.69008 3.64638  0.230
156 H -2.62672 -2.92837 3.12878  0.335
157 H -1.22843 -5.48040 2.74400  0.201
158 H -2.43977 -4.87199 3.94332  0.477
159 H -0.96753 -6.62401 5.05908  0.276
160 H -1.01134 -5.09535 5.84287  0.558
161 H 1.04826 -4.54717 4.51061  -0.006
162 H 2.53111 -5.66290 5.88053  0.486
163 H 1.29935 -6.86766 6.26527  0.318
164 H 0.59510 -3.99457 6.92728  0.394
165 H 1.77747 -4.87304 8.00619  0.498
166 H -0.61982 -5.60864 9.83432  0.261
167 H -1.68923 -4.61443 8.83053  0.245
168 H -0.02014 -4.03136 9.35278  0.370
169 C -0.17655 1.19473 1.53216  -0.477
170 C -1.04794 1.75611 0.42239  0.163
171 N -0.89435 3.00304 0.02491  0.871
172 O -1.94152 0.99072 -0.04116  -0.692
173 H 0.57727 1.79647 2.03988  0.012
174 H 0.37483 0.31554 1.19884  0.001
175 H -0.76949 0.80247 2.35839  0.410
176 H -0.49546 3.58690 0.74608  -0.349
177 H -1.75246 3.30360 -0.41489  0.071
178 C -5.44564 0.92391 -1.59078  -0.366
179 C -6.82944 1.10736 -0.91472  0.412
180 N -7.54629 1.94860 -1.63746  -0.359
181 O -7.10461 0.53298 0.09905  -0.624
182 H -4.73443 0.84972 -0.76812  -0.100
183 H -4.99029 1.69137 -2.21668  0.024
184 H -5.46002 -0.02671 -2.12390  0.574
185 H -8.48876 2.16354 -1.34478  0.251
186 H -7.07394 2.30834 -2.45451  0.220

Forces on atoms 1 to 2 (eV/Å):
1.5 -1.0 2.9
-3.9 0.6 1.3

Output
Net charge   0
SMILES   COCCNCCOC.COCCNCCOC.COCCNCCOC.COCCNCCOC.COCCNCCOC.COCCNCCOC.COCCNCCOC.CC(N)=O.CC(N)=O
Calculated total energy   -95721.303 eV
Largest force on an atom   0.0901 hartree/bohr
HOMO level   -8.03 eV
Spin multiplicity   1
Frontier orbital gap   0.3137 Eh

=====

Record 3
The following is a DFT calculation (ωB97M-V/def2-TZVPD) of a molecular structure, C22H36CdN2O6Si.

Each line ends with the Mulliken charge.
Atoms and positions in Å:
1 Cd -2.54631 0.33026 -0.55173  1.367
2 N -3.48645 0.54777 1.82290  -0.548
3 C -3.32060 1.87612 2.30907  -0.145
4 C -3.25939 2.30758 3.63977  -0.427
5 C -2.88414 3.64337 4.09839  -0.846
6 C -2.61869 4.61219 3.17250  -0.752
7 C -2.69574 4.28281 1.78816  0.869
8 C -2.49902 5.23512 0.79708  -0.473
9 C -2.44355 4.89088 -0.54630  -0.722
10 C -2.72454 3.57855 -0.86316  -0.186
11 N -2.91177 2.63642 0.03502  -0.316
12 C -3.03640 2.91259 1.36626  0.590
13 H -4.35590 0.30275 1.39140  0.271
14 H -3.26320 -0.24256 2.44656  0.254
15 H -3.42126 1.57499 4.41072  0.393
16 H -2.80360 3.82477 5.13647  0.463
17 H -2.44809 5.65862 3.44196  0.343
18 H -2.32208 6.25887 1.09034  0.392
19 H -2.13957 5.63833 -1.28271  0.387
20 H -2.66905 3.22092 -1.91790  0.325
21 C 3.17872 2.14737 0.07511  -1.660
22 C 2.54446 0.82002 0.56836  1.792
23 C 3.64685 -0.18960 0.87192  -1.342
24 C 1.51811 1.01753 1.71744  -1.128
25 O 1.80104 0.34985 -0.59768  0.214
26 Si 0.73236 -0.94045 -0.72606  -0.569
27 O -0.66513 -0.30151 -1.05873  -0.487
28 O 1.12757 -1.95741 -1.94481  -0.016
29 C 1.93338 -1.89073 -3.23100  1.579
30 C 1.24416 -2.88280 -4.14963  -1.586
31 C 1.84479 -0.40530 -3.74609  -1.249
32 C 3.33016 -2.33143 -2.83020  -1.292
33 O 0.80117 -1.76032 0.71704  -0.111
34 C 0.70230 -3.21480 1.01839  1.447
35 C 0.25189 -3.24547 2.49553  -1.483
36 C -0.31850 -3.74727 0.01955  -1.014
37 C 2.07668 -3.78040 0.92907  -1.242
38 H 3.94633 2.51156 0.76485  0.348
39 H 2.38089 2.86420 -0.06753  0.396
40 H 3.68068 1.89152 -0.88907  0.349
41 H 4.30092 0.28913 1.63423  0.521
42 H 4.29356 -0.40707 0.00294  0.257
43 H 3.24133 -1.12114 1.28968  0.015
44 H 1.98987 1.07160 2.73545  0.280
45 H 0.72443 0.23260 1.66211  0.114
46 H 0.98855 1.98678 1.60979  0.292
47 H 0.15876 -2.61153 -4.12741  0.337
48 H 1.45312 -3.92401 -3.87012  0.317
49 H 1.65748 -2.73865 -5.17064  0.414
50 H 0.80753 0.01291 -3.91890  0.197
51 H 2.33597 -0.34371 -4.68946  0.606
52 H 2.32809 0.29892 -3.05566  0.128
53 H 3.39664 -3.40389 -2.57572  0.293
54 H 3.65128 -1.76948 -1.94226  0.021
55 H 3.99323 -2.06769 -3.67390  0.436
56 H -0.73703 -2.74024 2.54956  0.227
57 H 0.97170 -2.75464 3.14244  0.371
58 H 0.00659 -4.28713 2.87652  0.339
59 H -1.20572 -3.10345 0.19726  0.130
60 H -0.54805 -4.82843 0.27430  0.451
61 H 0.09487 -3.64425 -0.99388  0.121
62 H 2.72938 -3.09585 1.48932  0.303
63 H 2.38895 -3.84508 -0.13624  0.029
64 H 2.19616 -4.83245 1.29150  0.409
65 O -5.09018 0.14337 -0.88025  -0.683
66 C -4.79872 -0.09625 -2.07233  0.174
67 O -3.74867 -0.70313 -2.38986  -0.573
68 H -5.48854 0.23779 -2.97973  0.289

Forces on atoms 1 to 2 (eV/Å):
-0.3 -0.4 -0.3
0.8 -0.9 0.5

Output
Net charge   0
Calculated total energy   -51110.804 eV
Largest force on an atom   0.0576 hartree/bohr
ΔE to the lowest compared entry with this formula, charge and spin   1.2681 eV
HOMO level   -8.88 eV
Spin multiplicity   1
Frontier orbital gap   0.2941 Eh